Entry 1:
C55H51N3P2S3Y | ωB97M-V/def2-TZVPD

Properties
Kohn-Sham gap: 6.204 eV
energy relative to the best compared isomer or geometry (same formula, charge and spin): 41.2 kcal/mol
charge: -1
electronic energy: -114463.6374 eV

```
115
C55H51N3P2S3Y, DFT ωB97M-V/def2-TZVPD
C -3.46503 -3.37096 -3.05350
C 5.09398 -1.93522 1.44305
H -0.43709 -2.29766 -6.46803
S 1.77438 -2.66233 0.09764
H 3.83862 -1.67256 3.55523
C -3.16698 1.23156 -3.35896
C -2.49667 -3.95915 1.52803
H 0.79993 1.51164 -0.73162
C -4.96942 0.78823 1.40855
H -5.33340 1.34614 -5.95423
H 3.89093 2.89407 -0.94804
H 4.34026 -0.81256 -0.76641
H -4.32486 1.61519 1.68634
C 6.79488 -0.38216 2.55239
H 2.70367 1.23217 4.12796
C -2.88478 -3.74600 -0.76291
H 6.66942 4.10208 4.42329
S 0.31258 -2.32564 2.67722
H 3.87478 0.54812 -1.86862
H -2.02335 5.52547 1.43169
H -5.40683 -5.85421 -1.82976
C -6.38799 -1.48523 0.88724
H -6.33862 1.04345 3.06355
C -3.59531 1.52822 -4.66611
C 3.44636 1.98816 4.12246
C 4.84809 -1.37684 3.75877
H 5.28913 -2.94052 1.76302
C -5.37155 0.69578 -2.56486
C 3.54003 3.01135 5.01965
H -1.23263 -3.49089 -4.42225
H 5.72872 -1.71886 0.55656
C -4.01907 0.81952 -2.34676
S 2.39610 -4.50446 2.34340
C -6.74582 -0.73715 1.98906
H 4.84439 3.38012 0.40988
H 1.03440 0.47860 2.20980
C 0.65200 1.12437 -1.74132
H -3.21838 -2.94066 -4.02011
P -3.13353 0.41214 -0.76980
H -4.84749 -1.90164 -0.60173
N -2.22117 -3.37159 0.38849
C 3.85858 0.22501 -0.85191
H -3.59658 5.35195 -0.37187
H -2.95772 1.83022 -5.46308
C -2.15295 4.55494 0.96521
C 1.52123 -3.18685 1.74658
C 4.63824 1.13746 0.16660
H 2.85620 0.05725 -0.45976
H -4.17517 3.09694 -1.18932
H 0.10220 4.61239 2.36571
C -3.96493 -4.69241 -0.67557
H 4.06309 -2.02536 1.09279
H 4.78742 -0.61044 4.58734
H -6.03950 0.37421 -1.83413
H 7.38974 -0.10518 1.73270
C -0.89197 -1.84580 -3.11207
H -5.02173 -6.10986 0.64138
H -2.12188 1.31625 -3.08050
C -4.42128 -4.32362 -2.97354
C -4.56621 -0.03123 0.34923
C -4.70341 -5.04252 -1.81122
H -3.56357 -5.51829 2.56278
H 1.45444 2.72919 3.04010
C 6.14106 1.19815 -0.25920
C -6.07820 0.45803 2.18539
C 1.23795 1.76207 -2.82341
C -5.29052 -1.16853 0.08213
C -4.93534 1.24179 -4.94254
C -2.70591 2.02166 -0.13306
C -0.86144 -2.49441 -4.38828
C -4.20601 -5.30378 0.57592
H 4.80523 4.60017 5.94571
H -7.28196 -1.15944 2.83533
C -0.08064 -0.60089 -3.02151
H 6.65700 1.94330 0.33255
C 0.65584 2.51923 2.32915
H 1.31649 1.72934 -4.98097
C 0.32548 1.23855 1.93537
C 5.63654 2.62176 3.28900
C -1.65630 2.07855 0.82628
C -2.56534 -3.12654 -1.97290
C 4.50973 1.81287 3.18598
H -4.97558 -4.56560 -3.84732
H 5.46324 -2.26348 3.98086
C 4.12521 2.62487 0.06587
H 6.43137 2.37821 2.62839
C -0.40375 -1.79244 -5.52648
H 1.69304 2.75667 -2.66845
C -3.48312 -5.03097 1.63636
C 1.05621 1.16896 -4.06893
H 6.28711 1.58323 -1.28743
N 0.07033 -0.06915 -1.78542
H 6.97221 0.34441 3.35690
C -0.19330 3.57766 2.06330
C 0.19333 -0.60087 -5.46882
C -0.85436 0.95380 1.16916
C -3.11585 4.43163 -0.00155
C 5.71577 3.58945 4.28432
H 6.45570 0.13663 -0.17777
P 4.14885 0.53240 1.85991
C 5.35358 -0.77016 2.41528
H -1.88364 -3.66553 2.41090
C -5.79607 0.82218 -3.88845
Y -0.69959 -1.51708 0.21980
H 2.79542 2.95608 5.78393
C 4.63608 3.83255 5.12152
H -6.76755 0.50848 -4.20526
H 3.27379 2.68906 0.76109
N -1.49296 -2.28624 -1.95333
H 0.52607 -0.08320 -6.37094
H 7.25447 -1.25065 3.06797
H -6.83712 -2.46344 0.80075
C -1.34934 3.41409 1.32242
C 0.38093 -0.05093 -4.20240
C -3.35107 3.15315 -0.49284
```

These are the Mulliken partial charges, in e, on atoms 1 to 2: -0.909, -1.857

Entry 2:
C41H42AsN4P2SZn | ωB97M-V/def2-TZVPD

Properties
Kohn-Sham gap: 7.320 eV
energy relative to the best compared isomer or geometry (same formula, charge and spin): 0.0 kcal/mol
charge: +1
electronic energy: -187825.3538 eV

```
92
C41H42AsN4P2SZn, DFT ωB97M-V/def2-TZVPD
C 1.32042 1.83791 -2.04136
C 0.87202 2.47281 -3.18486
H 3.43672 0.77651 0.61664
H -0.56048 1.23661 3.04804
C -0.43468 3.56751 0.60384
H 0.88972 -2.24639 -4.51946
C 5.77652 -0.34389 1.26084
C -4.40148 4.41031 0.49664
C 4.90652 -0.74089 0.24994
C 0.58432 -2.72419 -3.60386
As 2.18272 -1.37239 1.12604
H -1.83148 5.04151 2.59694
H -4.96968 3.59291 0.07444
C 0.40642 -4.10119 -3.54046
H -0.81468 2.93471 -4.40376
C -4.06958 6.77511 0.75114
C -3.22528 -0.84389 -1.08816
C 2.76252 -3.15299 0.56524
H -4.34518 7.78971 0.50734
H 1.57132 2.99861 -3.81426
C 2.94742 -1.44429 2.92854
C 1.23792 2.11091 2.26944
C -4.57068 -2.80979 -0.68086
H 8.47652 -2.22119 0.47644
C -3.50218 -1.99549 -0.35476
H -1.07828 4.14081 -0.04766
C 7.05632 -0.86489 1.33384
P -1.98638 0.26681 -0.32866
C -2.65298 5.23151 1.91954
C -4.04198 -0.52239 -2.16866
H 4.70952 -1.94759 -1.51186
H 3.83852 -3.26359 0.71024
H -1.81938 -4.63579 4.48384
H -3.12938 2.36531 -0.67786
S -1.11178 -1.45359 3.08964
H 0.78132 0.64511 -0.35346
H -2.42758 1.81981 -2.93996
H 0.46922 -0.89569 -2.49436
C 7.48602 -1.79819 0.40634
C 0.35382 -1.96839 -2.46736
N -0.79038 -3.55979 1.02724
H -0.14008 -5.72089 -2.24326
H 2.83292 3.22111 1.37034
C -5.37788 -2.48229 -1.75636
C -4.76678 5.71301 0.20224
C 6.63432 -2.18719 -0.61386
H 2.81202 -0.50819 3.46614
H -2.49078 7.35341 2.07574
H -1.84948 -3.02609 5.14894
C 0.42572 1.15171 -1.24356
C -3.02218 6.52981 1.62444
H -2.90628 -2.23009 0.51974
N -0.02788 -2.48529 -1.30746
H 3.18612 -0.16949 -0.87086
H -5.59928 5.89771 -0.46016
N -1.66128 -3.64879 4.38124
C -0.13228 1.93031 2.33704
C -0.19668 -3.82069 -1.23336
H 0.57732 -4.71439 -4.41056
Zn -0.48568 -1.52369 0.72474
C -0.47278 2.43771 -3.50976
C -0.59198 -4.36489 0.03514
H -0.71398 -5.43839 0.14184
C 5.35902 -1.65879 -0.69416
H -3.86468 0.37791 -2.73666
H 2.36572 1.88861 -1.78006
H 2.52312 -3.34409 -0.48066
H 1.88362 1.55701 2.93744
C -5.09858 -1.35059 -2.50756
H -5.73368 -1.09919 -3.34416
H 1.34492 4.46741 -0.14716
H -6.23388 -3.09709 -1.99126
C 1.76952 3.03801 1.38864
C -3.31658 4.15751 1.32964
P -2.78518 2.45641 1.77014
H -4.79228 -3.68059 -0.08186
C 0.01132 -4.65619 -2.34136
H 4.01282 -1.67139 2.86654
H 5.45792 0.39681 1.98184
C -3.16088 1.62571 0.12724
H 7.72432 -0.53449 2.11284
H 2.44402 -2.23349 3.48674
C -1.37828 1.78701 -2.68986
C -0.93258 1.11731 -1.55426
C -1.31538 -3.15099 3.18894
H 2.24722 -3.89099 1.18054
C 3.51672 -0.21729 0.17024
C -0.97728 2.66631 1.51414
C 0.93222 3.75331 0.54804
H 6.96532 -2.89839 -1.35656
N -1.13588 -4.02799 2.21224
H -4.16778 1.20011 0.19154
```

These are the Mulliken partial charges, in e, on atoms 1 to 2: -0.652, -1.181

Entry 3:
C78H195N13 | ωB97M-V/def2-TZVPD

Properties
Kohn-Sham gap: 8.468 eV
energy relative to the best compared isomer or geometry (same formula, charge and spin): 173.7 kcal/mol
electronic energy: -103410.6855 eV

```
286
C78H195N13, DFT ωB97M-V/def2-TZVPD
H 6.66156 -4.75065 -1.21272
N -3.96919 5.12092 0.27844
H 2.10700 9.00613 1.50756
H -4.98425 6.16102 1.73791
H 0.55616 7.42806 -4.58376
H -0.98068 8.23743 -0.82361
H 5.88374 -1.55170 0.21070
H -2.49478 3.73805 0.58500
H -4.98628 -4.42084 6.05156
H -2.32405 -2.82999 -5.49992
H -0.54971 2.18715 1.90856
H -0.57199 7.47124 -2.30480
H -0.31038 0.74202 4.02114
H 0.53130 7.30502 -7.69187
H -5.24242 -3.86831 2.10913
C 6.04246 -4.35128 3.60056
H 4.49884 -1.32775 1.39934
H 3.85194 7.38688 0.61231
H 2.24624 6.14540 -3.53644
H 3.37978 1.03379 1.62097
H 1.15363 -5.92628 -2.75475
N 0.17841 -0.49268 -1.20316
C -4.57866 -1.53234 -2.78635
H -0.32863 -9.58244 0.96865
C 1.90606 -7.21835 3.36358
H 1.56918 0.34646 -8.81457
H 3.01558 0.41265 5.85533
H 0.40154 9.76013 -2.22764
N 2.22100 2.71382 1.23977
C 3.73308 4.92101 -4.71104
H 1.06678 4.30126 -1.02439
C -4.18259 5.41764 1.68816
H -3.27589 -4.02172 3.57899
H -3.53375 -0.21284 -0.58874
H -2.27116 -3.77616 -3.28567
H 7.78439 -4.13166 2.29709
H -5.22431 -3.32281 -3.85541
H 1.71745 11.63637 1.06671
C 0.11999 4.61053 -4.32066
H -7.05808 2.16495 -2.56429
N 1.62142 -7.90399 2.15226
H 3.52724 -9.61413 1.20147
N -1.29039 -5.56171 -3.68833
C -2.75488 2.31453 7.00045
H 0.39673 -8.58462 -0.31877
H 2.32608 -0.27465 -1.46809
C 2.10417 4.23757 -0.76611
H -4.03793 -1.76269 6.02780
H -6.49842 0.25649 4.44213
H 0.80361 -5.82434 -1.01505
H -0.80449 -1.00499 -5.15698
H 1.34794 -8.70444 4.99034
H -1.73899 -1.52733 0.40025
H -0.07759 8.65001 -6.78415
H 0.26706 1.38350 -3.03961
H 2.80086 -6.64875 0.90438
H -5.99992 7.51535 -1.04850
N 1.42075 9.58273 -0.37334
H -2.01493 0.75129 3.65568
H -3.70247 -3.90004 1.19737
H 1.84072 -5.20942 6.47072
C -0.06078 -1.54054 -2.14451
H 5.15564 -3.80570 3.85167
H -2.48910 1.86368 7.96886
H -0.98842 -0.02271 6.51741
H -4.25485 -0.48100 3.96625
H 1.40837 1.19295 -0.83251
H 4.61302 -8.35729 0.56501
H -1.03503 -7.67200 -3.93492
H -0.05159 -4.00518 2.96715
H 3.30265 11.07505 0.98817
H -2.17469 4.36582 7.73314
H 2.00124 -1.19472 7.20932
N -4.51487 -2.60026 4.19575
C 0.28965 -7.53350 1.65311
C 1.89969 -0.67977 -9.07292
H -7.09858 -1.33123 4.26015
C 2.39833 4.06161 0.74942
H -5.91286 0.39017 -1.55883
H -3.21449 1.50113 -2.98112
H -3.98167 6.14936 -1.61940
H 4.42225 -3.92958 -0.15661
C -4.02277 -4.02125 6.28008
H -0.46473 3.70318 -4.40608
H 3.03669 12.54495 0.13967
H 3.94663 -3.72857 1.44243
C 0.48429 -6.23975 -1.95628
H 6.94575 -5.94209 1.33554
H -1.14147 0.68610 -5.42711
H 0.39139 1.35460 7.92084
H -3.21743 -4.73750 6.15427
C 1.06840 7.30373 -5.59243
C -1.27232 0.27940 4.31117
H -3.92147 3.98695 7.75232
C 1.33803 -3.02234 4.35251
H 3.37856 3.96885 -4.28645
H -5.05366 -1.79194 -1.84088
C 1.25937 0.95001 -2.91511
C 2.31727 -1.59320 6.14577
H -6.35231 5.75621 -1.42834
C -2.24887 -4.51159 -4.12114
H -0.41133 -7.43855 2.53333
H -3.71676 3.54579 2.48916
H 0.18813 -1.88445 -9.24715
H 5.21585 -6.14424 0.98608
H 0.44866 -0.08143 0.81441
H -0.46880 -1.13816 -3.06173
C -3.14687 0.70134 -1.07468
C 1.01442 -1.82877 -8.54814
H 1.38298 0.16600 -3.66202
H 2.66924 3.43660 -1.30575
H -2.78309 -7.11437 -3.45434
H 1.39816 7.76332 0.47583
C 0.89285 8.96302 -1.64359
C -6.29816 -0.81336 4.68562
H -0.80093 -3.03899 4.42641
H 4.07974 4.81140 -5.76039
H -1.98566 -0.45898 -6.41270
H 1.58741 11.29090 -1.58174
H -4.86977 4.46622 3.54315
C 1.69882 -4.43902 7.22456
H -0.22324 -3.75388 6.46622
C 6.73940 -3.78213 2.36338
C 2.19588 10.73096 -0.81717
H 2.18400 -8.02956 0.18482
C -1.04414 -0.28692 -5.96384
C -5.84090 0.52162 -2.65101
H -1.43918 -6.75841 -6.12932
H -2.07370 -4.38692 -6.30941
H -2.53294 -0.09576 -3.01546
H 6.71403 -4.53872 4.40907
H 1.55390 -2.80508 -8.66119
H 3.40193 7.03258 -4.68719
C -1.86554 -6.90738 -4.02891
H 2.31141 -1.41923 -6.17791
H 0.07606 -7.82419 4.23051
H 2.70023 -4.18082 7.53492
H -6.16484 -0.94514 5.74048
C -3.62272 -3.11729 3.15406
C 2.58026 -0.42375 5.28646
H 1.31368 2.82726 7.53485
H -0.49965 3.71603 5.97242
H -0.03252 -4.60653 4.51226
H -1.58440 -5.75764 -1.51535
C 0.16250 -0.39127 -6.89165
C 1.50545 2.67188 2.51815
C -0.00410 2.91342 2.41332
C -5.03082 -1.22691 3.95163
H -0.47185 5.53434 -4.21903
H 2.54021 5.15028 -1.11297
H 0.43653 -2.61020 7.53531
H 0.34559 -7.26332 -1.82763
C -4.35939 -3.35232 1.81937
H 1.02557 -3.33342 -2.92251
C 1.11824 -7.73082 4.58038
H -5.35057 2.64423 -2.48749
H 5.65571 -5.36021 3.31496
H 1.95267 -0.76386 -10.16695
H 0.34640 6.97197 -0.85790
N -4.60317 -0.08200 -3.04002
H -3.33854 3.89410 -1.87485
C 2.09237 8.61315 0.45072
H 3.28138 -0.54906 4.46074
C -5.83653 6.47013 -0.70085
H 0.25586 -6.53014 1.13844
H -1.09674 -8.10384 0.17340
H 4.09607 1.77453 -0.57090
C -3.31047 0.53020 -2.57851
H -0.77330 -2.92619 0.50743
H -2.62634 0.16395 5.93918
C 0.91205 4.76810 -5.61833
N 6.12720 -4.10402 1.07283
H -2.68578 -2.57697 5.22737
H 3.41150 4.36602 0.97069
H 4.34747 -8.43992 2.30457
H -0.21162 3.01346 8.34043
N 0.52800 -1.82599 -7.17375
C 0.04590 -3.66675 4.00575
C -2.42690 4.23496 -1.49028
H -0.04241 0.15989 -7.85480
H 1.66634 -0.03639 4.99407
H -6.05094 2.23021 -4.00242
C -5.19463 -2.24870 -4.03208
H -0.79827 -3.58348 -5.43192
C 0.06129 7.55826 -6.75874
H 2.84838 -0.88734 -8.65700
N 1.19884 -2.41134 5.69029
C -0.74256 -1.86555 0.75177
C -0.43615 2.57044 6.15096
C 4.84129 -3.49508 0.74612
H -6.65601 -0.09856 -3.12695
C 0.35609 -1.01459 0.19556
H -6.18179 -1.94028 -4.36995
H 0.20479 2.11888 5.37394
C 6.12177 -5.57958 0.71010
H -3.95340 -3.75143 7.33937
H 1.95313 3.40125 3.15532
H 1.61873 -2.74988 -1.48081
C 3.55849 2.11239 1.46242
C -2.24524 -7.05788 -5.49384
H -2.03219 0.64778 -0.82721
H -2.07237 5.14489 -1.95425
H -2.78023 -2.43648 3.18702
N -1.74074 1.96083 6.00018
H -1.79592 5.29991 0.37635
H -0.45568 2.96683 3.41007
H 1.74768 4.76185 1.34278
H 2.05768 -3.85677 4.36821
H 1.93341 -1.92078 -2.94516
H 1.04275 0.09092 -6.48226
C 0.28015 2.45897 7.60146
H 4.67757 5.09292 -4.27681
C 3.86035 -8.59648 1.32393
C 2.79794 6.09038 -4.59468
H 2.74887 -3.73638 -7.07069
H 5.41409 1.59712 0.56859
C -2.97778 3.83420 7.20697
H -3.22393 5.82122 2.19748
H 4.84811 3.20800 0.16521
H -4.64058 -2.42418 1.25855
C 2.67454 -7.68143 1.10176
H -3.53672 -1.79354 -2.63838
H 1.85178 8.00918 -5.68372
H 3.22767 -2.13914 6.29416
C -4.33940 6.28488 -0.59382
H 2.41837 -3.94568 -5.37220
H 4.25551 8.89397 0.10913
H 4.05799 2.51254 2.32600
H 1.68092 8.58795 -2.25624
H 1.23198 -4.99444 8.06507
H 1.73753 1.76787 3.08642
H -3.13055 4.34028 6.26318
C -2.59216 4.63617 -0.03086
H -0.87988 -2.18148 -1.74641
H -3.69531 1.91493 6.62784
C -1.86503 -3.81890 -5.35855
H 1.81673 -2.29707 3.63454
C 2.56398 11.58447 0.37548
H -5.37064 3.65371 2.05800
H 6.73951 -2.66759 2.43723
C 3.46047 8.18472 -0.01701
C 0.70329 -3.30708 6.80676
H 7.45541 -6.39462 -0.89511
H 1.13413 -2.04605 -5.17991
H 3.45831 7.83722 -1.06069
H -1.10764 -0.78840 4.06560
H 2.97885 -7.13085 3.54038
C 1.40734 0.33425 -1.53088
H 0.15517 4.95059 -6.37414
H 1.66068 -6.17718 3.15083
H -0.67498 -1.72807 1.84016
H 4.22314 -1.64483 -0.28929
H 1.34841 -7.05226 5.35438
H -3.20296 -6.55914 -5.76135
C 1.18255 -2.42531 -2.40493
C 6.57434 -5.78180 -0.80147
H -0.90618 7.17753 -6.66244
C 1.48217 -2.22823 -6.19192
H -0.68167 -4.43906 -2.21068
H -0.20112 3.84870 1.86562
H 1.16912 -4.30888 -6.58007
H 5.71332 -6.27075 -1.36402
H -2.43204 -8.11617 -5.76950
C -0.21102 -8.53926 0.59354
H -1.66030 3.44286 -1.58156
H -3.72888 1.56625 -0.67411
H -6.42235 6.32770 0.16376
C -1.61277 0.50984 5.78207
C 4.88299 -1.95947 0.55340
H 2.05011 1.64092 -3.12280
C 4.54390 2.19267 0.29734
H 3.10039 10.49954 -1.46507
H 1.53183 3.89129 -5.84261
H -3.29471 -4.89581 -4.21342
C -0.84477 -5.48488 -2.29136
C -0.11990 7.84171 -1.38097
C -4.53944 4.21816 2.54287
C -6.03805 1.93697 -2.95694
H -4.47944 -2.11410 -4.86442
H 1.27451 -1.60912 0.30257
H 0.78486 4.44064 -3.46867
C 1.95345 -3.64253 -6.31279
C -3.80246 -2.68635 5.49737
H -5.31059 -1.23920 2.90818
H -3.88152 7.24445 -0.23976
N 1.77665 6.03723 -5.60364
```

These are the Mulliken partial charges, in e, on atoms 1 to 2: 0.368, 0.402